# 1
C30H47N3O2P2Se4Ti as an isolated structure. Source: the OMol25 dataset; level of theory: ωB97M-V with the def2-TZVPD basis set.

Values from the calculation:
F_max ... 2.1 eV/Å
Highest occupied orbital energy ... -7.0 eV
Molecular weight ... 907.38 g/mol
Energy ... -12624.03653 hartree

The geometry in ORCA input format:
```
! RIJCOSX wB97M-V def2-TZVPD def2/J DEFGRID3
* xyz 0 1
Ti 0.64275 -0.68021 0.63154
C -1.74915 -4.75090 -1.66248
C -1.02649 -4.02014 -0.53166
C 0.45642 -4.39403 -0.59819
P -1.25832 -2.15830 -0.41740
C -3.05098 -1.92002 0.10058
C -3.99476 -3.11538 -0.00450
C -3.64508 -0.70232 -0.60756
C -1.08761 -1.50533 -2.10632
C -1.68937 -2.03477 -3.24972
C -1.34737 -1.61569 -4.52344
C -2.02248 -2.16644 -5.75085
C -0.33507 -0.66237 -4.63712
C 0.21904 -0.07437 -3.52148
C -0.19906 -0.42085 -2.22609
N 0.26408 0.26655 -1.08504
C 0.39547 1.65283 -1.17548
C -0.36175 2.42759 -2.08437
C -0.20141 3.79212 -2.19165
C 0.69885 4.49027 -1.38716
C 0.90144 5.97581 -1.53124
C 1.37374 3.75909 -0.42663
C 1.22891 2.37753 -0.29095
P 2.05100 1.47364 1.05909
C 3.88649 1.75620 0.72823
C 4.54954 2.91692 1.46845
C 4.16052 1.86572 -0.77339
C 1.72857 2.54282 2.56832
C 0.30621 3.07200 2.73212
C 2.13164 1.73392 3.80400
H -1.64954 -5.82629 -1.49837
H -1.28111 -4.51743 -2.61763
H -2.81124 -4.52229 -1.72162
H -1.42220 -4.36929 0.42865
H 0.90435 -4.01917 -1.51807
H 0.55869 -5.48254 -0.59095
H 1.01159 -3.99959 0.24626
H -2.95225 -1.67821 1.16381
H -4.25987 -3.32788 -1.04044
H -4.91914 -2.87386 0.52525
H -3.58021 -4.01627 0.44758
H -3.79470 -0.90758 -1.66820
H -2.99868 0.16839 -0.51192
H -4.61465 -0.45524 -0.16730
H -2.45146 -2.79698 -3.15172
H -2.66889 -3.00882 -5.50627
H -1.29030 -2.49953 -6.48805
H -2.63527 -1.39542 -6.22342
H 0.01191 -0.36768 -5.62159
H 0.98674 0.68057 -3.63374
H -1.09448 1.93645 -2.70831
H -0.80425 4.33694 -2.90971
H 0.39984 6.34906 -2.42308
H 1.96222 6.21783 -1.60977
H 0.50112 6.51343 -0.66893
H 2.03464 4.28229 0.25730
H 4.35870 0.83807 1.08093
H 4.13700 3.88184 1.16747
H 5.61067 2.92454 1.21010
H 4.47676 2.81948 2.55178
H 3.85456 2.84019 -1.15731
H 3.64570 1.09071 -1.33950
H 5.23231 1.75065 -0.95005
H 2.38893 3.40489 2.47599
H -0.39319 2.26771 2.94117
H -0.03679 3.61948 1.85531
H 0.28240 3.75685 3.58390
H 1.41447 0.92791 3.96791
H 2.14353 2.36602 4.69487
H 3.12069 1.28242 3.69224
C -2.61940 0.05287 3.20108
C -1.26051 -0.30310 2.66346
N -0.79439 0.25214 1.50393
O -1.66681 1.22061 0.98451
C -0.44967 -1.18406 3.30470
C -0.92213 -2.09669 4.40571
N 0.83556 -1.33379 2.68747
O 0.79613 -2.20058 1.57633
H -2.51242 0.74256 4.04045
H -3.13586 -0.83600 3.56367
H -3.22009 0.53573 2.43542
H -1.09857 1.79434 0.45331
H -1.26486 -1.54879 5.28491
H -0.12140 -2.76548 4.71817
H -1.74573 -2.72901 4.06078
Se 2.63586 -1.50020 -0.82600
Se 3.89372 -2.76143 0.65188
Se 4.02351 -1.41129 2.55714
Se 2.22267 -2.00138 3.85886
*
```

# 2
C43H59ClN5O2P2S2SiTa as an isolated structure. Source: the OMol25 dataset; level of theory: ωB97M-V with the def2-TZVPD basis set.

Values from the calculation:
Energy above the lowest of the compared OMol25 structures with the same formula, charge and spin ... 0.000 eV
F_max ... 1.0 eV/Å
Highest occupied orbital energy ... -13.2 eV
Molecular weight ... 1048.55 g/mol
Energy ... -4383.82005 hartree

The geometry in ORCA input format:
```
! RIJCOSX wB97M-V def2-TZVPD def2/J DEFGRID3
* xyz 2 1
Ta -0.29444 -1.01321 -0.15830
C -2.21039 -3.69942 0.53290
N -0.85570 -3.38426 -0.04652
C -0.88686 -3.97480 -1.41048
C 0.25586 -3.47297 -2.23131
N 0.07052 -2.01918 -2.48260
C 1.32441 -1.54069 -3.10318
C -1.04435 -1.80724 -3.40827
C -0.97159 -2.21300 -4.73716
C -2.03209 -1.99030 -5.59956
C -3.18251 -1.36511 -5.13811
C -3.27476 -0.98877 -3.81065
C -2.20772 -1.21559 -2.94367
S -2.42700 -0.83261 -1.23632
C 0.08435 -4.03209 0.87574
C 0.46415 -5.36266 0.79129
C 1.22013 -5.92695 1.81080
C 1.57048 -5.17778 2.92446
C 1.16733 -3.85510 3.02155
C 0.43550 -3.28108 1.99027
S -0.21054 -1.64018 2.12821
H -2.38191 -4.77237 0.43158
H -2.97129 -3.15002 -0.01305
H -2.23197 -3.43018 1.58347
H -1.83078 -3.66597 -1.86067
H -0.90743 -5.06183 -1.36049
H 0.32200 -4.01304 -3.17908
H 1.19704 -3.60470 -1.69991
H 1.49229 -2.03030 -4.06201
H 2.15718 -1.77416 -2.45436
H 1.27456 -0.47401 -3.23439
H -0.08766 -2.70798 -5.11621
H -1.95902 -2.30732 -6.63057
H -4.01197 -1.18514 -5.80800
H -4.17696 -0.52765 -3.43122
H 0.18874 -5.98142 -0.05039
H 1.52358 -6.96204 1.73519
H 2.14652 -5.62578 3.72241
H 1.41242 -3.26672 3.89650
Cl -4.10647 -1.00100 1.71365
C -3.55772 -0.43678 3.25625
C -4.34513 -0.73267 4.35901
C -4.03045 -0.18544 5.58883
C -2.94912 0.67710 5.69859
C -2.17894 0.96656 4.58749
C -2.44715 0.38957 3.34079
P -1.51657 0.96523 1.85253
C -0.09068 1.85285 2.58839
C 0.20444 3.16136 2.20808
C 1.22410 3.86919 2.83140
C 1.99841 3.26312 3.80824
C 1.74268 1.94512 4.16349
C 0.70073 1.25014 3.57039
C -2.75074 2.25604 1.42304
C -3.73361 1.94723 0.48664
C -4.78267 2.82475 0.24862
C -4.86382 4.01796 0.94745
C -3.90527 4.31757 1.90766
C -2.86437 3.43891 2.15651
H -5.21007 -1.36890 4.23411
H -4.64459 -0.40971 6.45004
H -2.70685 1.13210 6.64905
H -1.34956 1.64916 4.70066
H -0.38642 3.65768 1.45247
H 1.40281 4.90215 2.56159
H 2.78950 3.81482 4.29831
H 2.33427 1.46533 4.93187
H 0.47993 0.24868 3.91018
H -3.68808 1.02259 -0.06715
H -5.53895 2.56787 -0.48131
H -5.67932 4.70432 0.76315
H -3.97803 5.23256 2.48047
H -2.15633 3.68089 2.93722
C 3.45580 -3.75434 -0.14344
Si 3.12841 -1.93763 0.06706
C 4.16161 -1.02427 -1.20080
C 3.55338 -1.42802 1.80806
O 1.51146 -1.53626 -0.27661
H 4.44816 -3.94002 0.27967
H 3.50029 -4.06032 -1.19070
H 2.75864 -4.39818 0.38836
H 5.10307 -0.69062 -0.75932
H 3.64481 -0.15042 -1.59503
H 4.41572 -1.67122 -2.04284
H 4.63677 -1.29172 1.86631
H 3.29275 -2.21964 2.50976
H 3.08192 -0.50611 2.15036
C 2.58640 3.97355 -0.43511
N 2.04529 2.61725 -0.37517
C 2.60740 1.81387 0.70095
P 1.05374 2.06540 -1.54533
O 0.31297 0.83439 -0.97904
N 1.90832 1.73165 -2.91148
C 1.20606 1.52887 -4.18254
C 3.32365 2.04859 -3.08253
N 0.00267 3.20853 -2.05721
C -1.17871 3.57602 -1.29839
C 0.37078 4.25111 -3.01980
H 3.67662 3.94619 -0.50336
H 2.31493 4.52090 0.46858
H 2.20736 4.51558 -1.29739
H 3.67663 1.64968 0.54800
H 2.10253 0.85601 0.75313
H 2.46787 2.32663 1.65195
H 0.17063 1.23479 -4.01081
H 1.70162 0.74314 -4.75459
H 1.21559 2.43348 -4.79352
H 3.80294 2.22444 -2.12388
H 3.45019 2.93796 -3.70763
H 3.83149 1.21474 -3.57121
H -1.46526 2.76085 -0.65152
H -2.00943 3.76518 -1.98029
H -1.00573 4.47973 -0.70544
H 1.35816 4.09073 -3.44119
H 0.36826 5.22513 -2.52394
H -0.36185 4.28165 -3.82771
*
```

# 3
C18H33CrN2S4Te as an isolated structure. Source: the OMol25 dataset; level of theory: ωB97M-V with the def2-TZVPD basis set.

Values from the calculation:
<S²> ... 4.0709
F_max ... 1.0 eV/Å
Highest occupied orbital energy (alpha / beta) ... -13.5 / -13.7 eV
Molecular weight ... 585.34 g/mol
Energy ... -3719.95380 hartree

The geometry in ORCA input format:
```
! RIJCOSX wB97M-V def2-TZVPD def2/J DEFGRID3
* xyz 2 4
Cr 0.25970 0.03423 0.05042
C -1.77248 1.78136 2.31063
C -2.72763 1.26423 1.25626
S -2.10410 -0.15492 0.28064
C -2.37606 -1.61496 1.33668
C -1.43848 -1.74024 2.51833
S 0.31642 -1.38010 2.09892
C 0.83152 -0.88180 3.79513
C 2.28975 -0.46514 3.82780
S 2.75726 0.74472 2.55402
C 2.21050 2.34642 3.21867
C 0.71224 2.59950 3.19375
S -0.12806 2.18958 1.60322
H -1.62523 1.05358 3.10932
H -2.17134 2.69892 2.74718
H -2.93081 2.03557 0.51138
H -3.67054 0.95943 1.70959
H -2.23791 -2.44488 0.64218
H -3.41394 -1.60387 1.67249
H -1.47370 -2.76108 2.90321
H -1.72214 -1.06134 3.32207
H 0.68991 -1.76585 4.41930
H 0.17005 -0.09381 4.15372
H 2.92669 -1.32498 3.62168
H 2.55427 -0.06188 4.80488
H 2.74526 3.08333 2.62033
H 2.57445 2.41965 4.24397
H 0.52599 3.66156 3.35903
H 0.21045 2.03206 3.97647
N 2.35044 0.27776 -0.50415
C 2.79587 0.39909 -1.91521
C 2.61767 1.81462 -2.51066
C 1.65421 2.75198 -1.77244
C 0.16645 2.44054 -1.92762
N -0.12189 0.99497 -1.79043
H 2.77938 1.04566 0.00884
H 2.80516 -0.55701 -0.13156
H 2.25053 -0.35397 -2.49184
H 3.85637 0.14405 -1.97730
H 2.33429 1.73001 -3.56104
H 3.58603 2.31622 -2.50487
H 1.80625 3.75681 -2.16734
H 1.91756 2.79122 -0.71338
H -0.17938 2.78440 -2.90732
H -0.39484 2.98747 -1.16453
H 0.40523 0.52620 -2.52773
H -1.09973 0.85000 -2.04740
Te 0.30327 -2.42631 -0.97858
C -1.04069 -2.78644 -2.61475
C -0.70466 -2.44934 -3.92152
C -1.51392 -2.85352 -4.97003
C -2.66806 -3.58195 -4.72558
C -3.01003 -3.90931 -3.42262
C -2.19819 -3.52082 -2.37137
H 0.20837 -1.90695 -4.12637
H -1.23641 -2.60486 -5.98349
H -3.28265 -3.91449 -5.54879
H -3.90626 -4.47920 -3.22758
H -2.46242 -3.81609 -1.36460
*
```